Entry 1:
The following is a quantum chemistry calculation of a 11-piece molecular cluster, C17H56N8O11 overall in a non-equilibrium geometry, from OMol25.

- Orbital gap: 9.52 eV
- LUMO energy: 0.3 eV
- SMILES: NC(N)=O.NC(N)=O.NC(N)=O.NC(N)=O.CCO.CCO.CCO.CCO.CCO.CCO.CO
- HOMO: -9.24 eV
- Relative energy (zero: lowest compared OMol25 entry of this formula, charge and spin): 137.5 kJ/mol
- Total energy: -1947.062671 Ha

Element x y z (Å)
O 1.082 -1.098 1.476
O -2.726 -2.051 2.183
O -5.029 0.256 2.359
O 2.175 3.118 -0.491
O 3.296 1.056 -2.005
O 0.436 -1.432 4.351
O 1.484 -3.808 3.687
O -2.296 -0.737 -2.900
O 2.820 -1.663 -2.341
O -3.000 4.132 -1.709
O -0.724 1.939 4.212
N -1.349 -2.177 0.313
N 1.235 0.289 5.435
N -2.389 2.534 2.865
N -1.562 0.392 2.821
N -1.372 2.806 -0.756
N 2.206 -1.791 5.669
N -0.855 4.970 -1.381
N -2.861 -3.907 0.776
C 1.880 0.135 1.380
C 4.261 4.436 -0.692
C -1.496 -0.039 -3.780
C -4.838 0.418 0.040
C 1.892 1.696 -3.903
C -2.343 -2.656 1.158
C 3.265 1.409 -3.355
C 1.810 -2.354 -3.062
C 1.987 -2.564 -4.517
C -1.867 3.968 -1.286
C -1.494 1.596 3.304
C -5.605 -0.115 1.210
C 1.570 -5.249 1.773
C 0.670 -4.490 2.702
C 1.314 -1.004 5.146
C -2.250 0.894 -4.787
C 2.961 4.081 0.177
H -4.490 -0.367 2.860
H 4.077 5.444 -1.083
H 0.106 4.685 -1.338
H -5.161 0.137 -0.976
H 1.092 -3.073 -4.841
H -0.050 -3.900 2.069
H 2.770 -0.018 0.784
H 0.927 -1.687 -2.977
H 3.400 3.714 1.110
H 2.049 -6.120 2.234
H -2.948 0.305 -5.359
H 1.850 0.834 5.944
H 0.992 -5.645 0.930
H 3.811 0.655 -3.937
H 3.414 -2.399 -2.220
H -0.741 -1.406 0.638
H 1.588 -3.350 -2.632
H 2.166 0.482 2.385
H 2.899 -1.447 6.356
H 3.328 0.106 -1.837
H 0.431 0.733 4.949
H -0.971 -2.745 -0.428
H -3.116 -0.965 -3.405
H 2.859 -3.172 -4.635
H -2.666 3.347 3.436
H 2.293 -2.783 5.431
H 1.292 0.948 1.015
H 0.046 -5.207 3.270
H -3.780 -0.013 0.125
H 1.174 -1.352 2.428
H 2.320 -4.606 1.312
H 1.997 1.990 -4.995
H -1.184 5.750 -1.965
H 2.662 2.445 -1.051
H -3.263 2.177 2.453
H -0.857 -0.725 -4.408
H 0.970 -2.968 3.822
H -5.690 -1.180 1.179
H -2.583 -4.330 -0.049
H -6.603 0.287 1.238
H -0.827 0.561 -3.171
H 5.176 4.438 -0.128
H 4.301 3.631 -1.434
H 2.389 4.991 0.366
H -1.518 1.334 -5.450
H 1.469 2.550 -3.390
H -2.687 1.713 -4.229
H 1.259 0.844 -3.879
H -2.115 2.159 -0.538
H 2.121 -1.677 -5.154
H -4.724 1.495 0.038
H -2.431 0.056 2.423
H -3.571 -4.321 1.422
H -0.362 2.598 -0.684
H 3.881 2.339 -3.458
H -1.059 -0.283 3.367

Cartesian forces (eV/Å) of the 3 atoms listed first:
O 1.17 0.99 0.90
O 0.30 -1.12 -1.74
O 1.71 1.93 3.65

Entry 2:
The following is a quantum chemistry calculation of an isolated ion of composition C16H23N2 and charge +1 in a non-equilibrium geometry, from OMol25.

- Orbital gap: 10.12 eV
- LUMO energy: -2.3 eV
- SMILES: NC[C@@H]1CCC[N@H+]1[C@@]1(c2ccccc2)C=CCC1
- HOMO: -12.38 eV
- Relative energy (zero: lowest compared OMol25 entry of this formula, charge and spin): 0.0 kJ/mol
- Total charge: +1
- Total energy: -732.758519 Ha

Element x y z (Å)
N 0.459 -0.175 -0.544
N 2.794 1.318 -0.585
C -1.446 2.055 -0.499
C -1.593 0.850 0.202
C 1.619 -2.320 -0.800
C 0.555 1.013 1.597
C -0.329 0.124 0.681
C -2.576 2.677 -1.049
C 0.146 -2.467 -1.197
C -0.308 -1.057 -1.541
C -0.525 -1.151 1.467
C 1.808 -0.888 -0.291
C -2.860 0.294 0.396
C 2.900 -0.097 -1.000
C -3.972 0.873 -0.228
C 0.207 -1.147 2.599
C 1.015 0.113 2.764
C -3.835 2.072 -0.932
H 2.759 -0.187 -2.092
H 1.977 -0.848 0.787
H -2.468 3.632 -1.571
H -2.967 -0.599 1.014
H 3.472 1.501 0.158
H -0.073 1.827 1.975
H -1.383 -0.883 -1.455
H 1.934 -3.053 -0.046
H -4.710 2.540 -1.386
H -1.248 -1.904 1.150
H -0.443 -2.875 -0.370
H 0.230 -1.925 3.362
H -0.455 2.516 -0.617
H 2.100 -0.084 2.741
H 2.256 -2.475 -1.684
H 0.700 0.741 -0.939
H 3.889 -0.518 -0.739
H 1.385 1.470 1.042
H 0.823 0.615 3.725
H 0.022 -0.749 -2.542
H 0.017 -3.134 -2.054
H 3.063 1.930 -1.354
H -4.940 0.378 -0.146

Cartesian forces (eV/Å) of the 3 atoms listed first:
N 0.53 -0.88 -1.31
N 0.76 0.02 -0.61
C -0.46 -0.01 -0.14

Entry 3:
The following is a quantum chemistry calculation of C14H13ClN2O3 as an isolated structure in a non-equilibrium geometry, from OMol25.

- Orbital gap: 7.92 eV
- LUMO energy: 0.0 eV
- HOMO: -7.92 eV
- Relative energy (zero: lowest compared OMol25 entry of this formula, charge and spin): 1075.0 kJ/mol
- Total energy: -1336.338619 Ha

Element x y z (Å)
Cl 3.639 -2.737 5.394
O -2.186 2.423 -2.666
O -1.540 0.515 -3.761
O -0.736 1.343 1.032
N 0.281 -0.621 -0.301
N 1.024 -1.698 0.120
C -0.248 -0.293 -1.381
C 2.950 -2.537 3.761
C -1.923 2.871 -0.570
C -0.077 -1.249 -2.517
C 1.567 -1.061 2.517
C 1.700 -1.787 1.432
C 2.087 -1.399 3.806
C -3.386 4.246 -1.826
C -2.540 3.074 -1.592
C -1.048 0.947 -1.279
C 2.984 -3.505 2.762
C -1.223 1.645 -0.197
C -1.609 1.012 -2.596
C 2.248 -3.162 1.571
H -3.634 4.437 -2.991
H -2.045 3.399 0.313
H -0.266 0.563 0.884
H 0.345 -0.642 -3.376
H 3.529 -4.522 2.891
H 1.086 -2.559 -0.465
H -0.816 -1.599 -2.810
H 2.350 -4.123 0.669
H 0.790 -2.084 -2.446
H 1.218 -0.045 2.251
H -4.199 4.549 -1.111
H 2.150 -0.700 4.347
H -2.472 5.300 -1.864

Cartesian forces (eV/Å) of the 3 atoms listed first:
Cl 0.47 -0.66 -0.66
O -1.13 -3.04 -2.77
O -0.51 1.34 5.66

Entry 4:
The following is a quantum chemistry calculation of C21H20AuNO2 as an isolated structure, from OMol25.

- Orbital gap: 5.27 eV
- LUMO energy: -9.4 eV
- HOMO: -14.62 eV
- Relative energy (zero: lowest compared OMol25 entry of this formula, charge and spin): 0.0 kJ/mol
- Total charge: +2
- Total energy: -1152.564759 Ha

Element x y z (Å)
Au 2.434 1.649 -3.267
O 1.322 0.469 -0.571
O 1.149 0.046 -2.722
N -0.252 -1.007 1.027
C -2.345 -1.209 2.358
C 2.839 5.008 -2.644
C 3.818 4.631 -1.721
C -3.347 -1.215 1.246
C 3.603 3.269 -4.148
C -0.993 -3.440 -2.242
C 2.724 4.342 -3.846
C -2.796 -1.294 3.665
C -0.573 -0.619 4.529
C 4.663 3.566 -1.973
C -0.930 -0.915 2.147
C -1.900 -1.042 4.716
C -1.211 -3.029 0.104
C -1.438 -3.840 -0.989
C 0.861 -0.242 -1.563
C -4.237 -1.586 3.974
C 4.570 2.880 -3.186
C -0.106 -0.495 3.261
C 0.007 -1.451 -1.313
C -0.527 -1.808 -0.039
C -0.271 -2.255 -2.399
H -2.927 -0.942 0.283
H -3.834 -2.187 1.150
H 5.422 3.285 -1.256
H -4.381 -1.752 5.039
H 0.999 0.096 0.285
H 3.686 2.913 -5.171
H 0.095 -1.972 -3.374
H -2.275 -1.126 5.730
H -1.491 -3.357 1.096
H -1.945 -4.787 -0.870
H 5.293 2.115 -3.441
H -1.175 -4.068 -3.104
H 0.912 -0.200 3.049
H 2.187 5.843 -2.427
H -4.587 -2.471 3.442
H -4.138 -0.502 1.490
H 2.003 4.658 -4.588
H 3.919 5.186 -0.798
H -4.876 -0.753 3.676
H 0.050 -0.392 5.382

Cartesian forces (eV/Å) of the 3 atoms listed first:
Au 0.09 0.06 -0.01
O -0.04 -0.06 0.11
O 0.04 0.10 0.12

Entry 5:
The following is a quantum chemistry calculation of one molecule with the formula C6H10, from OMol25.

- Orbital gap (spin up / spin down): 7.41 / 7.41 eV
- LUMO energy (spin up / spin down): -0.7 / -0.7 eV
- HOMO (spin up / spin down): -8.14 / -8.14 eV
- Relative energy (zero: lowest compared OMol25 entry of this formula, charge and spin): 392.5 kJ/mol
- Total energy: -234.453018 Ha

Element x y z (Å)
C -1.835 -0.227 -0.970
C 2.012 -0.017 -0.099
C -0.228 0.726 0.876
C -1.424 0.661 -0.020
C -1.026 -1.344 -1.356
C 0.871 -0.341 0.860
H 1.271 -0.424 1.878
H -2.820 -0.011 -1.403
H 0.213 1.723 0.704
H 0.440 -1.304 0.582
H -2.110 1.490 0.178
H 2.784 -0.791 -0.055
H -1.622 -1.928 -2.089
H 2.485 0.940 0.157
H -0.658 0.810 1.886
H 1.647 0.036 -1.130

Cartesian forces (eV/Å) of the 3 atoms listed first:
C 0.17 -0.07 0.02
C 0.02 0.00 -0.06
C -0.05 -0.05 -0.05

Entry 6:
The following is a quantum chemistry calculation of one molecule with the formula C4H4F2 in a non-equilibrium geometry, from OMol25.

- Orbital gap (spin up / spin down): 8.96 / 8.70 eV
- LUMO energy (spin up / spin down): -0.1 / -0.2 eV
- HOMO (spin up / spin down): -9.01 / -8.91 eV
- Relative energy (zero: lowest compared OMol25 entry of this formula, charge and spin): 374.4 kJ/mol
- Total energy: -354.357983 Ha

Element x y z (Å)
F 1.698 1.134 -0.001
F -1.610 1.107 -0.019
C -1.154 -0.083 0.014
C 1.099 -0.072 -0.040
C 0.049 -0.289 -1.148
C 0.033 -0.301 1.087
H 0.001 0.643 -1.746
H -0.102 -1.288 -1.438
H 0.018 -1.283 1.406
H -0.032 0.431 1.885

Cartesian forces (eV/Å) of the 3 atoms listed first:
F -0.24 -0.20 -0.30
F -1.38 2.75 0.20
C 5.71 -2.30 -0.45

Entry 7:
The following is a quantum chemistry calculation of a 2-piece molecular cluster, C5H5OS2 overall in a non-equilibrium geometry, from OMol25.

- Orbital gap: 5.77 eV
- LUMO energy: 3.3 eV
- HOMO: -2.52 eV
- Relative energy (zero: lowest compared OMol25 entry of this formula, charge and spin): 203.9 kJ/mol
- Total charge: -1
- Total energy: -1065.058256 Ha

Element x y z (Å)
S -3.803 0.870 -0.637
S 2.066 1.318 -0.074
O -2.484 -0.098 1.529
C -0.605 0.142 -0.649
C 0.031 1.179 0.132
C -0.726 -1.139 -0.235
C -0.913 -2.218 0.221
C -2.796 0.284 0.457
H 2.215 -0.044 0.254
H -0.726 -3.209 0.657
H -0.211 0.836 1.169
H -0.690 0.221 -1.714
H -0.174 2.325 -0.093

Cartesian forces (eV/Å) of the 3 atoms listed first:
S -0.24 0.09 -0.32
S -0.74 -1.80 0.72
O -0.64 0.70 -1.39

Entry 8:
The following is a quantum chemistry calculation of CH6BNO as an isolated structure in a non-equilibrium geometry, from OMol25.

- Orbital gap: 10.09 eV
- LUMO energy: 0.5 eV
- HOMO: -9.63 eV
- Relative energy (zero: lowest compared OMol25 entry of this formula, charge and spin): 120.3 kJ/mol
- Total energy: -196.576742 Ha

Element x y z (Å)
O -1.202 -0.621 -1.449
N 1.063 0.096 -1.176
C -0.676 0.507 1.271
B -0.260 -0.064 -0.640
H 1.422 -0.028 -2.176
H -0.713 1.622 1.369
H 0.133 -0.205 1.750
H -0.793 -0.878 -2.261
H 1.851 0.363 -0.489
H -1.632 -0.032 1.447

Cartesian forces (eV/Å) of the 3 atoms listed first:
O -0.88 0.30 1.09
N 2.30 0.60 0.84
C 1.32 -3.20 -3.36